# 1
This record from the OMol25 dataset describes the molecule C5H9Cl. The level of theory is ωB97M-V with the def2-TZVPD basis set.

Geometry (Å):
Cl -3.0217 0.2361 -0.5879
C 0.2586 1.2041 0.4479
C 1.6274 -0.4621 -0.8025
C -0.6808 -0.8414 0.3085
C 0.2220 0.0615 -0.4622
C -1.9827 -0.7975 0.4939
H -2.5638 -1.3188 1.2084
H 1.3269 -1.2346 -1.5446
H -0.4508 0.1862 -1.3842
H -0.2250 -1.2973 1.1884
H 2.1758 -0.7855 0.0398
H 0.4339 1.0017 1.5273
H 1.0796 1.9888 0.3068
H 2.4578 0.2115 -1.1007
H -0.6570 1.8473 0.3611

For the lowest unoccupied orbital energy, the calculation gives 1.00 eV. The structure (SMILES) is CC(C)/C=C\Cl. The net charge is 0. The value obtained for the HOMO energy is -9.51 eV.

# 2
This record from the OMol25 dataset describes a cluster of 2 separate species, C5H9Cl in total. The level of theory is ωB97M-V with the def2-TZVPD basis set.

Geometry (Å):
Cl 0.1250 -1.8843 2.6268
C 1.1457 -1.7066 1.1913
C -2.0460 0.1231 -0.5251
C -1.4008 0.8784 0.5548
C 1.6952 -0.3351 -0.8902
C 1.0195 -0.7570 0.3295
H 1.4330 0.5659 -1.2644
H -2.3491 -0.8872 0.0585
H 2.0503 -2.4099 1.2363
H -1.8928 0.9362 1.4943
H -1.5115 -0.2133 -1.4222
H -0.9299 1.8747 0.4403
H 1.6534 -1.0104 -1.7124
H 2.8094 -0.3320 -0.7851
H -2.9046 0.6366 -0.9064

For the lowest unoccupied orbital energy (spin up / spin down), the calculation gives 0.56 / -0.27 eV. The net charge is 0. The value obtained for the HOMO energy (spin up / spin down) is -8.82 / -8.34 eV.

# 3
This record from the OMol25 dataset describes the molecule C5H9Cl. The level of theory is ωB97M-V with the def2-TZVPD basis set.

Geometry (Å):
Cl -3.1814 -0.4652 -0.5216
C 0.1882 -0.7030 0.3561
C -0.5837 0.5087 -0.1676
C -1.9686 0.5897 0.5936
C 2.1720 0.2449 -0.6543
C 1.6127 -0.7581 -0.0459
H 2.1560 -1.6602 0.2266
H -0.1773 -1.7100 0.0377
H 1.4933 0.9284 -1.1426
H 0.2780 -0.6121 1.4555
H 3.2008 0.2613 -0.9309
H -2.3834 1.5310 0.6472
H -0.0523 1.4382 0.0230
H -0.8097 0.4808 -1.2594
H -1.9446 -0.0746 1.3826

For the lowest unoccupied orbital energy, the calculation gives 0.96 eV. The structure (SMILES) is C=CCCCCl. The net charge is 0. The value obtained for the HOMO energy is -9.82 eV.

# 4
This record from the OMol25 dataset describes the molecule C5H9Cl2N. The level of theory is ωB97M-V with the def2-TZVPD basis set.

Geometry (Å):
Cl -2.5596 -1.7846 -0.8695
Cl 2.2612 2.0918 -0.0420
N 1.6576 -0.9734 0.5665
C 0.8539 1.3313 0.7762
C -0.6537 -0.5275 1.2229
C -0.3661 -0.0714 -0.8741
C -1.6679 -0.3608 -0.0925
C 0.5537 -0.0352 0.3577
H 1.5401 -1.8561 -0.3040
H -2.3294 0.4954 -0.1739
H -0.5337 -1.5566 1.6482
H -1.0401 -0.1785 2.2965
H 0.1858 2.2073 0.4364
H 1.0625 1.3452 1.7448
H -0.2613 -1.0868 -1.3911
H 2.6538 -0.5237 0.4976
H -0.1273 0.7284 -1.5660

For the lowest unoccupied orbital energy, the calculation gives 0.77 eV. The structure (SMILES) is N[C@]1(CCl)C[C@H](Cl)C1. The net charge is 0. The value obtained for the HOMO energy is -9.64 eV.

# 5
This record from the OMol25 dataset describes a structure of composition C5H9ClCrNO3. The level of theory is ωB97M-V with the def2-TZVPD basis set.

Geometry (Å):
Cr 0.4730 -2.2922 4.8295
Cl 0.9508 -0.3501 3.8357
O -1.9472 0.0812 -2.0547
O -1.8785 2.2252 -1.3841
O -1.3883 0.4892 -0.0261
N 3.1836 -3.1817 -0.5214
C -1.7548 1.0497 -1.1870
C -2.4724 0.4855 -3.3150
C 3.4034 -1.2702 1.2420
C 3.2880 -2.3399 0.2440
C -1.1157 1.4295 1.0080
H -0.4081 2.1945 0.6910
H -0.7339 0.8674 1.8518
H -1.6708 0.7775 -4.0049
H 3.7106 -1.7104 2.1914
H 2.4016 -0.8871 1.4294
H -2.0355 1.9467 1.2874
H -3.1160 1.3588 -3.2243
H 4.0968 -0.5213 0.8778
H -2.9868 -0.3524 -3.7706

For the lowest unoccupied orbital energy (spin up / spin down), the calculation gives -8.72 / -7.63 eV. The spin multiplicity is 5. The expectation value of S² is 6.051. The net charge is +1. The value obtained for the HOMO energy (spin up / spin down) is -12.87 / -12.87 eV.

# 6
This record from the OMol25 dataset describes a cluster of 2 separate species, C5H9ClFISi in total. The level of theory is ωB97M-V with the def2-TZVPD basis set.

Geometry (Å):
I -2.6367 2.3768 1.3100
Cl -0.8077 -1.7089 -1.0015
Si 0.5465 -0.3253 -0.3871
F -3.1879 -1.8310 0.3974
C 0.0606 1.2746 -1.3177
C 2.3304 -1.0292 -0.7673
C -2.5779 0.4788 0.6611
C 0.4681 -0.0564 1.5391
C -3.1951 -0.5665 0.6900
H 2.3063 -1.7956 -0.0495
H 1.1950 -0.6428 1.9754
H -0.7017 1.7845 -0.5581
H 0.6978 0.9426 1.8069
H -0.5399 -0.3632 1.8166
H 0.8313 2.0406 -1.5451
H 3.0749 -0.3612 -0.4710
H 2.4991 -1.2644 -1.8001
H -0.3630 1.0465 -2.2991

For the lowest unoccupied orbital energy, the calculation gives -0.26 eV. The structure (SMILES) is C[Si](C)(C)Cl.FC#CI. The net charge is 0. The value obtained for the HOMO energy is -9.62 eV.

# 7
This record from the OMol25 dataset describes the molecule C5H9ClFISi. The level of theory is ωB97M-V with the def2-TZVPD basis set.

Geometry (Å):
I 2.2669 0.2581 2.5048
Cl -0.6963 3.0863 0.1568
Si -0.0904 -0.1877 -0.2891
F 0.9231 3.0197 2.1218
C 0.3771 2.1968 1.2297
C 0.8123 0.9597 1.1146
C 0.8909 0.1744 -1.8534
C 0.2155 -1.9843 0.1894
C -1.9435 -0.2089 0.0146
H 0.9767 -0.7381 -2.4777
H -0.3730 -2.3970 0.9965
H 1.2730 -2.2502 0.6052
H 0.5211 1.0763 -2.4258
H 1.8779 0.5300 -1.5642
H -2.4856 -0.7211 -0.8532
H -2.2155 -0.9346 0.7898
H -2.3601 0.7890 0.3411
H 0.0301 -2.6684 -0.6007

For the lowest unoccupied orbital energy, the calculation gives 0.18 eV. The structure (SMILES) is C[Si](C)(C)/C(I)=C(/F)Cl. The net charge is 0. The value obtained for the HOMO energy is -9.10 eV.

# 8
This record from the OMol25 dataset describes the molecule C5H9ClN2. The level of theory is ωB97M-V with the def2-TZVPD basis set.

Geometry (Å):
Cl 0.6931 -2.2312 1.1796
N 2.9421 -0.7125 0.6411
N -0.4085 -0.3282 -0.2890
C 0.6172 -0.6470 0.3220
C -1.6547 -0.9637 -0.3291
C 1.9449 0.0233 0.3991
C 1.8628 1.4781 -0.0738
C -2.7380 0.0912 -0.1908
H 3.8611 -0.3942 0.4545
H -3.6036 -0.1207 -0.9112
H -3.1060 0.2582 0.8151
H -1.6379 -1.8867 0.2884
H 0.8240 1.7483 -0.4589
H -2.3004 1.0131 -0.4678
H 2.6568 1.9423 -0.7919
H 1.9601 2.2181 0.6978
H -1.9131 -1.4885 -1.2851

For the lowest unoccupied orbital energy, the calculation gives 0.25 eV. The structure (SMILES) is [H]/N=C(C)/C(Cl)=N/CC. The net charge is 0. The value obtained for the HOMO energy is -9.69 eV.

# 9
This record from the OMol25 dataset describes a cluster of 2 separate species, C5H9ClN2O in total. The level of theory is ωB97M-V with the def2-TZVPD basis set.

Geometry (Å):
Cl -1.8391 1.6876 3.9077
O 0.7431 0.0808 1.0627
N -1.0740 -1.9585 2.8554
N -1.2942 -0.7875 3.1605
C 0.0328 1.0813 1.4309
C -0.1070 -1.2400 -0.8327
C -0.6079 1.9893 0.4335
C 0.9827 -0.3187 -0.3095
C -1.3669 0.4015 2.9706
H -0.1792 -2.1251 -0.2064
H -0.0854 -2.1868 2.7294
H 1.0906 0.5761 -0.9332
H -1.0541 1.4963 -0.4318
H 0.1918 2.6471 0.0739
H -1.3544 2.6094 0.9218
H 0.1339 -1.5424 -1.8494
H 1.9397 -0.8447 -0.2743
H -1.0744 -0.7442 -0.8335

For the lowest unoccupied orbital energy (spin up / spin down), the calculation gives 0.31 / 0.26 eV. The net charge is 0. The value obtained for the HOMO energy (spin up / spin down) is -7.12 / -7.04 eV.

# 10
This record from the OMol25 dataset describes a cluster of 2 separate species, C5H9ClO2 in total. The level of theory is ωB97M-V with the def2-TZVPD basis set.

Geometry (Å):
Cl 1.9310 1.7798 -0.9086
O 1.6899 -0.4362 0.6764
O 0.2054 1.1574 1.0648
C 1.0293 0.6929 0.2167
C -1.4210 -1.0043 -2.0806
C -1.4094 -0.3169 -0.9806
C 0.0264 2.4220 1.3599
C 2.4986 -1.1774 -0.3176
H 3.1137 -1.8533 0.2436
H -1.1010 0.7483 -1.0193
H 3.1980 -0.4728 -0.9114
H -1.5679 -0.7050 0.0461
H -1.6144 -2.0696 -2.1520
H 1.8986 -1.8540 -0.9527
H -0.9068 2.6221 1.7512
H -1.1601 -0.4848 -3.0029
H 0.6361 3.3247 0.9789

For the lowest unoccupied orbital energy (spin up / spin down), the calculation gives 0.62 / 0.65 eV. The net charge is 0. The value obtained for the HOMO energy (spin up / spin down) is -7.23 / -7.78 eV.

# 11
This record from the OMol25 dataset describes the molecule C5H9ClOS. The level of theory is ωB97M-V with the def2-TZVPD basis set.

Geometry (Å):
Cl 1.4129 -2.4629 0.2402
S 1.5743 0.9331 -2.4718
O 1.3217 0.7261 0.8645
C -0.9998 1.0155 0.1783
C 0.8866 0.0539 -1.2683
C -1.5594 0.0194 1.4393
C 0.3871 0.9321 -0.1692
C 0.8377 -1.4621 -1.2089
H -0.8611 1.9606 0.6892
H -0.8469 0.1637 2.3314
H 1.7047 -0.3562 0.8132
H -1.7545 -1.2061 1.2364
H -0.1622 -1.7128 -1.3612
H -1.7572 1.0889 -0.5999
H -2.5975 0.2418 1.6916
H 0.9078 1.9089 -0.4675
H 1.5058 -1.8439 -1.9372

For the lowest unoccupied orbital energy, the calculation gives -0.80 eV. The structure (SMILES) is CC[C@@H](O)C(=S)CCl. The net charge is 0. The value obtained for the HOMO energy is -8.84 eV.

# 12
This record from the OMol25 dataset describes a structure of composition C5H9CrF10N5O20S6. The level of theory is ωB97M-V with the def2-TZVPD basis set.

Geometry (Å):
Cr -0.5702 0.4122 -0.1532
S -2.2970 1.7637 2.2682
S 1.8314 2.1511 2.2208
S -1.5204 3.2883 -1.6408
S -3.1875 1.6782 -1.8737
S 2.6554 -1.1192 -0.1702
S 3.2508 3.9411 1.4527
F 2.2220 0.8120 2.9863
F 2.5416 -3.0290 -2.0219
F 2.8947 -1.0317 -2.8432
F -2.1358 2.1361 4.8438
F -0.1411 3.5707 -0.8384
F -3.3115 0.1378 -1.4375
F 4.5700 4.1084 0.5462
F -3.0144 0.2028 4.2872
F -0.9434 0.3921 4.1046
F 4.4780 -2.0701 -1.8315
O 2.6720 -2.2346 0.7595
O -1.7000 0.0684 -4.3862
O 3.5685 4.7143 2.6170
O -1.1847 3.6200 -3.0167
O -0.2452 -0.6366 -2.7384
O -1.3837 2.8824 2.1007
O 1.2914 2.9315 3.2922
O -1.5226 -2.2329 2.6542
O -4.1742 2.2539 -0.9994
O -3.4777 1.5958 -3.2659
O -1.3313 -1.8473 -0.4004
O 0.0702 -0.9231 2.0225
O 0.9796 1.6461 1.1582
O -3.6872 2.1727 2.1677
O 3.6887 -0.1365 0.1577
O 1.2969 -0.6404 -0.4127
O 2.2068 4.3480 0.5537
O -1.9741 0.6850 1.3039
O -2.3761 4.2056 -0.9301
O -2.4289 -2.9699 -1.8611
N -1.5192 -2.8456 -1.0634
N -0.6045 -0.5780 -3.9542
N 3.4488 2.3755 1.6877
N -0.3435 -1.9251 2.5578
N -1.5858 1.7861 -1.2815
C -0.6257 -3.9977 -0.7598
C 0.6609 -2.8700 3.1099
C -2.0609 1.1182 4.0123
C 3.1481 -1.8659 -1.8384
C 0.0780 -1.3580 -4.9592
H 0.6405 -3.6880 2.3934
H -1.2274 -4.6160 -0.0947
H 0.8036 -1.9796 -4.4475
H 1.6066 -2.3404 3.0479
H 0.3258 -3.6622 -0.3632
H -0.5504 -4.5579 -1.6904
H 0.4660 -0.6875 -5.7296
H 0.3691 -3.1109 4.1263
H -0.6409 -2.0438 -5.4293

For the lowest unoccupied orbital energy (spin up / spin down), the calculation gives 4.07 / -0.27 eV. The spin multiplicity is 9. The expectation value of S² is 20.030. The net charge is -2. The value obtained for the HOMO energy (spin up / spin down) is 0.24 / -3.97 eV.

Energy above the lowest of the compared OMol25 structures with the same formula, charge and spin? In order: 1.694; 5.335; 1.370; 2.560; 2.004; 1.466; 0.000; 1.933; 5.298; 6.101; 2.961; 2.940 eV.
Calculated total energy? In order: -656.03556; -655.90176; -656.04745; -1170.94303; -1980.70059; -1343.08191; -1343.13579; -765.55906; -840.62698; -806.37960; -1129.39765; -6406.28598 Ha.